The following is a quantum chemistry calculation of a 5-piece molecular cluster, C45H52BF9N2O17P overall at a distorted geometry, from the Open Molecules 2025 dataset.

Calculated values
Highest occupied orbital energy ... -5.1 eV
2S+1 ... 1
Total charge ... -1
Calculated total energy ... -119714.4671 eV

CARTESIAN COORDINATES (ANGSTROEM)
C (1.530, 5.681, 4.074)
C (1.883, 4.251, 4.692)
C (0.886, 3.068, 4.284)
C (0.228, 3.246, 2.807)
C (-0.580, 1.901, 2.516)
P (-0.909, 1.510, 0.655)
O (-2.535, 1.212, 1.205)
C (-1.571, 0.858, -1.030)
C (-3.052, 1.249, -1.438)
C (-4.219, 0.208, -1.267)
F (-5.052, 0.676, -0.190)
F (-5.061, 0.337, -2.427)
C (-3.897, -1.297, -0.952)
F (-3.173, -1.810, -2.072)
F (-3.072, -1.509, 0.186)
C (-5.132, -2.283, -0.736)
F (-4.806, -3.498, -1.411)
F (-6.356, -1.860, -1.242)
C (-5.388, -2.711, 0.796)
F (-5.483, -1.609, 1.661)
F (-4.535, -3.704, 1.256)
F (-6.687, -3.288, 0.811)
C (-1.160, 3.334, 0.087)
C (-2.371, 4.106, 0.732)
O (-3.002, 4.910, -0.027)
O (-2.848, 4.042, 2.043)
O (-0.511, -0.192, 0.930)
C (0.804, -0.619, 0.499)
C (1.272, -1.667, 1.656)
N (0.813, -1.302, 3.027)
C (0.849, -1.617, -0.784)
C (2.159, -2.507, -0.893)
C (2.569, -2.896, -2.388)
N (2.426, -2.012, -3.555)
O (3.070, -4.026, -2.572)
C (1.692, 0.751, 0.345)
O (2.445, 0.756, 1.573)
C (3.228, 1.949, 1.756)
C (4.827, 1.698, 1.635)
B (2.580, 0.907, -1.044)
O (3.959, 0.551, -1.167)
O (1.870, 1.393, -2.210)
O (0.735, 1.823, 0.111)
H (1.937, 6.546, 4.695)
H (1.942, 5.708, 3.016)
H (0.397, 5.832, 4.007)
H (2.973, 3.988, 4.490)
H (1.799, 4.365, 5.836)
H (1.386, 2.047, 4.409)
H (0.010, 3.065, 5.031)
H (-0.434, 4.180, 2.920)
H (1.014, 3.524, 2.038)
H (-0.044, 1.070, 3.070)
H (-1.603, 1.997, 3.028)
H (-2.562, 0.434, 1.795)
H (-0.874, 1.347, -1.815)
H (-1.440, -0.254, -1.192)
H (-3.443, 2.231, -0.987)
H (-3.011, 1.492, -2.566)
H (-0.209, 3.968, 0.199)
H (-1.338, 3.342, -1.048)
H (-3.699, 4.537, 2.048)
H (2.405, -1.777, 1.711)
H (0.745, -2.664, 1.418)
H (1.562, -1.581, 3.687)
H (-0.015, -1.833, 3.313)
H (-0.026, -2.343, -0.600)
H (0.561, -1.072, -1.756)
H (3.056, -1.921, -0.473)
H (2.102, -3.477, -0.295)
H (1.447, -1.734, -3.698)
H (2.971, -1.153, -3.379)
H (3.080, 2.256, 2.856)
H (2.880, 2.849, 1.150)
H (5.229, 1.898, 0.595)
H (5.039, 0.660, 2.037)
H (5.343, 2.461, 2.325)
H (4.207, -0.168, -0.554)
H (2.457, 1.949, -2.759)
C (5.378, -2.224, 4.226)
C (5.620, -3.162, 5.142)
C (5.390, -4.594, 4.853)
O (5.608, -5.450, 5.689)
C (4.883, -4.946, 3.509)
C (4.642, -4.008, 2.593)
C (4.872, -2.576, 2.882)
O (4.654, -1.721, 2.047)
H (5.540, -1.171, 4.421)
H (5.991, -2.923, 6.131)
H (4.721, -5.998, 3.314)
H (4.270, -4.247, 1.604)
C (-8.343, 6.963, 1.054)
C (-7.756, 6.228, 1.997)
C (-6.290, 6.254, 2.188)
O (-5.752, 5.581, 3.047)
C (-5.501, 7.128, 1.293)
C (-6.089, 7.864, 0.349)
C (-7.555, 7.838, 0.159)
O (-8.093, 8.511, -0.700)
H (-9.415, 6.956, 0.900)
H (-8.318, 5.583, 2.661)
H (-4.429, 7.135, 1.446)
H (-5.527, 8.509, -0.314)
C (3.269, -2.113, -8.468)
C (3.343, -1.602, -7.239)
C (2.259, -0.758, -6.693)
O (2.328, -0.291, -5.574)
C (1.089, -0.504, -7.561)
C (1.015, -1.014, -8.790)
C (2.099, -1.859, -9.336)
O (2.031, -2.327, -10.457)
H (4.053, -2.732, -8.884)
H (4.191, -1.779, -6.590)
H (0.305, 0.116, -7.144)
H (0.166, -0.838, -9.439)
C (-0.870, -6.719, -0.849)
C (-1.143, -7.920, -1.361)
C (-0.203, -8.592, -2.285)
O (-0.453, -9.687, -2.753)
C (1.050, -7.882, -2.618)
C (1.324, -6.681, -2.107)
C (0.384, -6.009, -1.183)
O (0.633, -4.915, -0.715)
H (-1.546, -6.212, -0.172)
H (-2.055, -8.454, -1.126)
H (1.726, -8.389, -3.295)
H (2.236, -6.146, -2.341)

Atom charges from the Mulliken analysis, given in e for atoms 1 to 4: -0.962 -0.360 -0.706 0.603

The following is a quantum chemistry calculation of a 8-piece molecular cluster, C81H180N6O3P2 overall at a distorted geometry, from the Open Molecules 2025 dataset.

Calculated values
Highest occupied orbital energy ... -14.0 eV
2S+1 ... 1
Total charge ... +6
Calculated total energy ... -120518.1534 eV

CARTESIAN COORDINATES (ANGSTROEM)
C (10.038, -7.327, 10.773)
C (8.585, -7.405, 10.290)
C (7.860, -6.010, 10.071)
C (8.298, -5.225, 8.792)
P (7.647, -3.473, 8.847)
C (5.877, -3.365, 9.342)
C (5.362, -1.875, 9.423)
C (3.925, -1.647, 10.029)
C (2.746, -2.201, 9.214)
C (7.767, -2.782, 7.194)
C (7.050, -3.531, 5.994)
C (5.689, -2.894, 5.588)
C (5.794, -1.484, 4.975)
C (8.711, -2.443, 9.937)
C (10.288, -2.555, 9.836)
C (11.058, -3.475, 10.878)
C (12.599, -3.448, 10.678)
H (10.218, -6.716, 11.657)
H (10.657, -6.902, 9.982)
H (10.421, -8.345, 10.844)
H (7.933, -8.064, 10.864)
H (8.614, -7.927, 9.333)
H (8.160, -5.503, 10.988)
H (6.831, -6.349, 10.196)
H (7.810, -5.755, 7.974)
H (9.372, -5.130, 8.627)
H (5.953, -3.832, 10.325)
H (5.242, -4.013, 8.737)
H (5.524, -1.347, 8.484)
H (6.048, -1.318, 10.062)
H (3.711, -0.600, 10.244)
H (3.946, -2.102, 11.020)
H (2.461, -3.161, 9.643)
H (2.914, -2.322, 8.144)
H (1.878, -1.542, 9.259)
H (8.827, -2.859, 6.952)
H (7.566, -1.712, 7.242)
H (6.951, -4.596, 6.204)
H (7.704, -3.503, 5.122)
H (5.158, -2.785, 6.534)
H (5.192, -3.640, 4.968)
H (6.103, -1.512, 3.930)
H (6.556, -1.014, 5.598)
H (4.817, -1.007, 5.037)
H (8.410, -2.692, 10.954)
H (8.518, -1.371, 9.888)
H (10.717, -1.566, 9.993)
H (10.555, -2.841, 8.819)
H (10.728, -4.508, 10.773)
H (10.932, -3.163, 11.915)
H (13.023, -2.465, 10.880)
H (12.866, -3.687, 9.648)
H (13.169, -4.104, 11.336)
C (-7.339, 0.289, -12.061)
C (-6.489, -0.212, -10.962)
C (-6.138, -1.694, -11.092)
C (-5.244, -2.214, -9.962)
P (-4.453, -3.838, -10.376)
C (-4.068, -4.850, -8.873)
C (-3.082, -4.152, -7.892)
C (-2.847, -4.981, -6.593)
C (-1.932, -4.167, -5.661)
C (-5.544, -4.824, -11.551)
C (-6.795, -5.377, -10.834)
C (-7.640, -6.257, -11.772)
C (-8.356, -5.348, -12.723)
C (-2.854, -3.419, -11.208)
C (-2.968, -2.709, -12.567)
C (-1.589, -2.418, -13.118)
C (-1.590, -1.312, -14.218)
H (-7.572, 1.327, -11.823)
H (-8.320, -0.185, -12.089)
H (-6.768, 0.466, -12.973)
H (-6.939, -0.036, -9.985)
H (-5.586, 0.390, -11.062)
H (-5.532, -1.791, -11.993)
H (-7.072, -2.247, -11.187)
H (-5.798, -2.366, -9.035)
H (-4.446, -1.540, -9.650)
H (-3.627, -5.785, -9.218)
H (-4.963, -5.156, -8.332)
H (-3.541, -3.191, -7.660)
H (-2.185, -3.934, -8.472)
H (-2.460, -5.981, -6.792)
H (-3.763, -5.194, -6.042)
H (-1.687, -4.680, -4.732)
H (-2.489, -3.232, -5.598)
H (-0.956, -4.051, -6.132)
H (-4.992, -5.732, -11.792)
H (-5.617, -4.330, -12.520)
H (-7.338, -4.632, -10.252)
H (-6.461, -6.089, -10.080)
H (-8.311, -6.921, -11.227)
H (-6.885, -6.928, -12.183)
H (-8.987, -4.647, -12.176)
H (-8.998, -6.019, -13.293)
H (-7.822, -4.740, -13.453)
H (-2.165, -4.263, -11.217)
H (-2.448, -2.653, -10.547)
H (-3.490, -1.753, -12.528)
H (-3.560, -3.242, -13.312)
H (-1.087, -3.348, -13.384)
H (-0.942, -2.143, -12.285)
H (-2.075, -0.413, -13.838)
H (-2.295, -1.566, -15.009)
H (-0.644, -1.150, -14.734)
C (-3.442, 3.764, 11.992)
C (-3.490, 4.537, 10.673)
C (-4.672, 4.235, 9.766)
C (-4.563, 2.902, 9.087)
N (-5.846, 2.427, 8.404)
C (-5.562, 1.234, 7.476)
C (-6.069, 1.612, 6.005)
C (-6.933, 2.812, 6.200)
C (-6.313, 3.505, 7.360)
C (-6.999, 2.153, 9.341)
H (-2.542, 3.914, 12.589)
H (-3.494, 2.675, 11.969)
H (-4.305, 4.122, 12.552)
H (-2.595, 4.238, 10.128)
H (-3.346, 5.601, 10.858)
H (-4.688, 5.049, 9.041)
H (-5.608, 4.386, 10.305)
H (-4.421, 2.128, 9.841)
H (-3.756, 2.690, 8.386)
H (-5.975, 0.328, 7.920)
H (-4.513, 0.940, 7.436)
H (-6.546, 0.737, 5.564)
H (-5.303, 1.729, 5.239)
H (-7.998, 2.637, 6.355)
H (-6.850, 3.563, 5.414)
H (-6.910, 4.264, 7.866)
H (-5.518, 4.001, 6.804)
H (-6.670, 1.389, 10.045)
H (-7.876, 1.790, 8.805)
H (-7.259, 3.063, 9.882)
C (4.493, 2.908, -4.385)
C (5.760, 3.071, -5.178)
C (5.822, 4.496, -5.931)
C (7.115, 4.689, -6.796)
N (7.055, 5.982, -7.721)
C (7.150, 7.315, -6.995)
C (7.567, 8.297, -8.027)
C (8.336, 7.534, -9.105)
C (8.240, 6.044, -8.663)
C (5.767, 5.949, -8.649)
H (3.632, 2.907, -5.053)
H (4.289, 3.578, -3.549)
H (4.590, 2.038, -3.735)
H (5.983, 2.220, -5.822)
H (6.463, 3.109, -4.346)
H (5.866, 5.317, -5.215)
H (4.927, 4.596, -6.545)
H (7.229, 3.902, -7.542)
H (7.841, 4.753, -5.986)
H (6.238, 7.623, -6.483)
H (7.950, 7.253, -6.258)
H (6.707, 8.814, -8.453)
H (8.188, 9.096, -7.621)
H (7.844, 7.725, -10.058)
H (9.365, 7.882, -9.192)
H (8.316, 5.342, -9.493)
H (9.067, 5.639, -8.079)
H (5.647, 6.864, -9.229)
H (4.918, 6.082, -7.979)
H (5.805, 4.991, -9.169)
C (0.249, 11.140, 1.106)
C (1.296, 11.087, 2.206)
C (1.971, 9.699, 2.420)
C (1.009, 8.859, 3.367)
N (1.459, 7.433, 3.605)
C (0.342, 6.734, 4.444)
C (1.080, 5.521, 5.119)
C (2.505, 5.939, 5.233)
C (2.724, 7.153, 4.415)
C (1.509, 6.579, 2.274)
H (0.749, 11.050, 0.142)
H (-0.349, 12.051, 1.097)
H (-0.473, 10.329, 1.210)
H (0.777, 11.526, 3.058)
H (2.038, 11.877, 2.088)
H (2.876, 9.796, 3.019)
H (2.294, 9.129, 1.549)
H (0.054, 8.761, 2.850)
H (0.824, 9.371, 4.311)
H (-0.544, 6.418, 3.893)
H (0.075, 7.388, 5.274)
H (1.036, 4.598, 4.542)
H (0.621, 5.304, 6.084)
H (3.197, 5.188, 4.851)
H (2.891, 6.203, 6.217)
H (3.628, 7.133, 3.806)
H (2.780, 8.091, 4.967)
H (2.281, 6.967, 1.609)
H (0.566, 6.649, 1.731)
H (1.850, 5.579, 2.542)
C (-4.636, 6.204, -7.690)
C (-5.678, 6.172, -6.506)
C (-5.206, 5.622, -5.185)
C (-4.583, 4.223, -5.343)
N (-3.818, 3.754, -4.075)
C (-3.370, 2.303, -4.398)
C (-4.240, 1.378, -3.533)
C (-5.304, 2.129, -2.966)
C (-4.787, 3.532, -2.806)
C (-2.616, 4.582, -3.574)
C (-1.721, 5.033, -4.713)
C (-0.700, 6.046, -4.239)
H (-4.544, 5.148, -7.942)
H (-3.603, 6.373, -7.388)
H (-5.054, 6.832, -8.478)
H (-6.540, 5.559, -6.769)
H (-5.921, 7.220, -6.328)
H (-6.042, 5.590, -4.485)
H (-4.387, 6.284, -4.907)
H (-3.874, 4.225, -6.171)
H (-5.400, 3.513, -5.470)
H (-2.307, 2.149, -4.213)
H (-3.445, 2.028, -5.450)
H (-3.613, 1.027, -2.713)
H (-4.575, 0.442, -3.979)
H (-5.595, 1.616, -2.049)
H (-6.135, 2.176, -3.669)
H (-4.084, 3.644, -1.981)
H (-5.531, 4.326, -2.873)
H (-2.159, 4.058, -2.734)
H (-3.126, 5.429, -3.115)
H (-2.252, 5.477, -5.555)
H (-1.191, 4.226, -5.218)
H (-1.171, 6.883, -3.724)
H (-0.177, 6.399, -5.128)
H (0.112, 5.666, -3.619)
C (-0.680, -10.936, 0.139)
C (-0.769, -9.573, 0.861)
C (-1.806, -9.415, 2.000)
C (-1.665, -8.000, 2.695)
N (-2.786, -7.583, 3.704)
C (-3.097, -8.717, 4.759)
C (-3.419, -8.000, 6.069)
C (-2.504, -6.812, 6.116)
C (-2.278, -6.423, 4.639)
C (-4.085, -7.284, 2.972)
C (-3.976, -6.258, 1.845)
C (-5.336, -6.036, 1.210)
H (-1.530, -11.193, -0.492)
H (-0.472, -11.649, 0.937)
H (0.191, -10.931, -0.516)
H (-0.827, -8.692, 0.222)
H (0.180, -9.441, 1.381)
H (-1.660, -10.312, 2.602)
H (-2.730, -9.573, 1.444)
H (-1.624, -7.202, 1.954)
H (-0.775, -7.949, 3.322)
H (-3.872, -9.343, 4.316)
H (-2.162, -9.270, 4.849)
H (-4.420, -7.573, 5.996)
H (-3.479, -8.626, 6.958)
H (-3.046, -6.005, 6.609)
H (-1.519, -6.897, 6.577)
H (-2.844, -5.536, 4.352)
H (-1.245, -6.142, 4.433)
H (-4.921, -7.077, 3.640)
H (-4.416, -8.242, 2.570)
H (-3.380, -6.583, 0.992)
H (-3.610, -5.279, 2.155)
H (-5.314, -5.517, 0.251)
H (-5.989, -5.487, 1.889)
H (-5.971, -6.921, 1.180)
N (-0.593, -0.606, 1.830)
O (-0.393, -1.729, 1.441)
O (-0.894, -0.450, 3.012)
O (-0.463, 0.339, 1.035)

Atom charges from the Mulliken analysis, given in e for atoms 1 to 4: -1.199 -0.801 -0.725 -0.609

The following is a quantum chemistry calculation of one molecule with the formula C2H4NP at a distorted geometry, from the Open Molecules 2025 dataset.

Calculated values
Highest occupied orbital energy ... -9.1 eV
2S+1 ... 1
Total charge ... 0
Calculated total energy ... -12914.8490 eV

CARTESIAN COORDINATES (ANGSTROEM)
C (2.032, 0.207, 0.065)
C (-1.108, -0.292, -0.113)
N (-2.116, 0.420, 0.086)
P (0.505, 0.836, -0.049)
H (2.847, 1.001, 0.190)
H (2.215, -0.923, 0.228)
H (-1.257, -1.332, -0.440)
H (-3.119, 0.084, 0.033)

Atom charges from the Mulliken analysis, given in e for atoms 1 to 4: -0.432 -0.109 -0.481 -0.031

Q: Which value of highest occupied orbital energy does entry 3 give?
A: -9.1 eV